No. 1
This record from the OMol25 dataset describes a gas-phase ion, C16H21F4N2O4 (charge +1) in a non-equilibrium geometry. The level of theory is ωB97M-V/def2-TZVPD.

As for the charge: +1. The value obtained for the total energy is -38959.884 eV. The HOMO-LUMO gap comes out at 8.300 eV. The structure (SMILES) is C[C@H](O)Cc1[nH+]c(C[C@H](C)F)c(N(C(=O)F)C(=O)F)c(C[C@@H](C)F)c1O. The HOMO energy comes out at -13.169 eV. The largest force on an atom comes out at 0.118 Eh/bohr. Its spin multiplicity is 1.

Positions of all 47 atoms, in Å:
C1 -0.5779 3.1715 3.9624
C2 -1.0245 1.7096 3.4546
O1 -1.9354 1.1474 4.4283
C3 0.2464 0.7006 3.1945
C4 0.0129 0.1182 1.6981
N1 0.1300 1.1273 0.6311
C5 -0.0866 0.8028 -0.7575
C6 0.0585 1.9649 -1.8640
C7 1.3172 2.9477 -1.5225
C8 1.7478 3.8493 -2.7917
F1 2.3776 2.0806 -1.0433
C9 -0.4683 -0.6406 -1.2327
N2 -0.6841 -0.8216 -2.6822
C10 0.1554 -1.8798 -3.2600
O2 1.4018 -1.9060 -3.2420
F2 -0.5127 -2.9577 -3.9476
C11 -2.1098 -0.9544 -3.0402
O3 -2.9776 -1.2465 -2.1843
F3 -2.5961 -0.7051 -4.3690
C12 -0.5811 -1.7396 -0.1355
C13 -0.9640 -3.2440 -0.5078
C14 0.3624 -4.1200 -0.7765
C15 1.7322 -3.4527 -0.2802
F4 0.1946 -5.3512 0.0010
C16 -0.3423 -1.3595 1.3796
O4 -0.4594 -2.3127 2.4276
H1 -0.6939 3.9324 3.1062
H2 0.5149 3.1853 4.3087
H3 -1.2733 3.5403 4.8104
H4 -1.6038 1.8289 2.4581
H5 -1.5119 1.2615 5.3128
H6 0.3037 -0.1325 3.9813
H7 1.1845 1.3829 3.2108
H8 0.3727 2.1113 0.8683
H9 -0.9121 2.5743 -1.8168
H10 0.1925 1.5552 -2.9258
H11 1.0619 3.6618 -0.6653
H12 2.4332 4.6789 -2.3608
H13 2.4135 3.2348 -3.5153
H14 0.8388 4.2870 -3.3533
H15 -1.5784 -3.7776 0.3175
H16 -1.6484 -3.2556 -1.4396
H17 0.5044 -4.4086 -1.8858
H18 2.5801 -4.1751 -0.6058
H19 1.9829 -2.4496 -0.7901
H20 1.8221 -3.3969 0.8738
H21 -1.4003 -2.5673 2.5708

=====

No. 2
This record from the OMol25 dataset describes a molecular structure, C16H21IN3Tl in a non-equilibrium geometry. The level of theory is ωB97M-V/def2-TZVPD.

As for the charge: +2. The value obtained for the total energy is -34181.256 eV. The HOMO-LUMO gap comes out at 6.810 eV. The HOMO energy comes out at -14.308 eV. The largest force on an atom comes out at 0.044 Eh/bohr. Its spin multiplicity is 1.

Positions of all 42 atoms, in Å:
Tl1 -0.3561 -0.1470 -0.2131
C1 -1.5272 1.3566 2.5499
C2 -1.7987 2.1810 1.2726
N1 -2.3143 1.3576 0.1663
C3 -3.5980 0.6941 0.4266
C4 -3.6279 -0.7341 -0.1374
N2 -2.4035 -1.5045 0.1178
C5 -2.2386 -2.1076 1.4502
C6 -2.0679 -1.0894 2.5804
N3 -1.0876 -0.0267 2.2837
H1 -2.4127 1.3460 3.1860
H2 -0.7537 1.8846 3.1060
H3 -0.8649 2.6315 0.9293
H4 -2.4878 2.9885 1.5312
H5 -2.3906 1.9277 -0.6696
H6 -4.4186 1.2439 -0.0356
H7 -3.7838 0.6864 1.4959
H8 -3.7490 -0.6744 -1.2195
H9 -4.5032 -1.2478 0.2697
H10 -2.3619 -2.2508 -0.5694
H11 -1.3544 -2.7463 1.4019
H12 -3.0937 -2.7402 1.7048
H13 -1.7620 -1.6507 3.4638
H14 -3.0301 -0.6390 2.8112
H15 -0.2408 -0.2145 2.8038
I1 -0.1489 0.0088 -3.3375
C7 1.9636 -0.0339 -3.0283
C8 2.6976 -0.0378 -4.1787
C9 4.1008 -0.0436 -4.1260
C10 4.7297 -0.0397 -2.9174
C11 3.9986 -0.0392 -1.7092
C12 4.6751 -0.0284 -0.4682
C13 4.0157 -0.0149 0.7237
C14 2.6041 -0.0330 0.7310
C15 1.9764 -0.0487 -0.4701
C16 2.5551 -0.0426 -1.7422
H16 2.2077 -0.0318 -5.1426
H17 4.6636 -0.0454 -5.0486
H18 5.8103 -0.0330 -2.8566
H19 5.7576 -0.0299 -0.4781
H20 4.5415 0.0022 1.6679
H21 2.0785 -0.0338 1.6745

=====

No. 3
This record from the OMol25 dataset describes a molecular structure, C16H21N2O2W. The level of theory is ωB97M-V/def2-TZVPD.

As for the charge: +1. For the energy relative to the best compared isomer or geometry (same formula, charge and spin), the calculation gives 50.1 kJ/mol. Its expectation value of S² is 2.023. The value obtained for the total energy is -25825.967 eV. The HOMO-LUMO gap (spin up / spin down) comes out at 7.358 / 8.384 eV. The HOMO energy (spin up / spin down) comes out at -10.421 / -11.583 eV. The largest force on an atom comes out at 0.017 Eh/bohr. Its spin multiplicity is 3.

Positions of all 42 atoms, in Å:
W1 0.8867 -0.1023 -0.2087
N1 -1.4162 -0.5877 0.0245
C1 -2.4925 0.2907 -0.4233
C2 -3.6464 -0.2787 -0.9291
C3 -4.7014 0.5263 -1.3355
C4 -4.5954 1.9044 -1.2144
C5 -3.4268 2.4599 -0.7110
C6 -2.3537 1.6655 -0.3207
C7 -1.0756 2.2763 0.1225
C8 -1.0292 3.3255 1.0116
C9 0.1981 3.8835 1.4121
C10 1.3765 3.4225 0.8798
C11 1.3489 2.3656 -0.0477
C12 0.1326 1.7608 -0.3832
H1 -1.5919 -1.5252 -0.3246
H2 -1.4479 -0.6641 1.0414
H3 -3.7277 -1.3589 -0.9936
H4 -5.5999 0.0748 -1.7363
H5 -5.4109 2.5443 -1.5267
H6 -3.3225 3.5371 -0.6536
H7 -1.9519 3.7022 1.4403
H8 0.2063 4.6970 2.1262
H9 2.3142 3.9018 1.1287
H10 2.2622 2.1242 -0.5704
N2 3.1125 -4.6783 0.1045
C13 2.4819 -3.4027 0.3810
C14 1.3948 -3.1850 -0.6345
O1 1.1705 -4.1512 -1.4538
O2 0.7023 -2.1515 -0.6973
H11 3.1087 -5.3012 0.8993
H12 4.0615 -4.5869 -0.2308
H13 1.8579 -4.8461 -1.2061
H14 3.1526 -2.5446 0.3412
H15 2.0020 -3.3772 1.3603
C15 2.7997 -0.1902 -1.1664
H16 2.5213 0.0974 -2.1952
H17 3.2553 -1.1798 -1.2686
H18 3.5777 0.5064 -0.8504
C16 0.9596 -0.2323 1.9114
H19 0.7347 -1.2387 2.2809
H20 0.2273 0.4587 2.3389
H21 1.9443 0.0579 2.2774

=====

No. 4
This record from the OMol25 dataset describes a single C16H21N5O2S molecule in a non-equilibrium geometry. The level of theory is ωB97M-V/def2-TZVPD.

For the energy relative to the best compared isomer or geometry (same formula, charge and spin), the calculation gives 0.0 kJ/mol. The value obtained for the total energy is -39314.095 eV. The HOMO-LUMO gap comes out at 9.097 eV. The structure (SMILES) is Cc1ccc(C(=O)NNC(=O)CSc2nnc(C(C)C)n2C)cc1. The HOMO energy comes out at -8.405 eV. The largest force on an atom comes out at 0.022 Eh/bohr. Its spin multiplicity is 1.

Positions of all 45 atoms, in Å:
C1 -6.4875 -0.7678 -0.4893
C2 -5.0809 -0.3010 -0.2769
C3 -4.0237 -1.2039 -0.3340
C4 -2.7223 -0.7788 -0.1604
C5 -2.4482 0.5615 0.0954
C6 -1.0334 0.9839 0.2557
O1 -0.1102 0.5080 -0.3760
N1 -0.8331 1.9117 1.2373
N2 0.4087 2.5366 1.3455
C7 0.7152 3.5010 0.4295
O2 -0.1173 4.0881 -0.2226
C8 2.2051 3.7716 0.3327
S1 2.8822 2.6637 -0.9527
C9 2.7686 1.1428 -0.1198
N3 2.6235 0.9666 1.1703
N4 2.5767 -0.3583 1.3900
C10 2.6979 -0.9719 0.2491
C11 2.7258 -2.4476 0.0587
C12 4.1732 -2.9144 -0.1318
C13 2.0848 -3.1349 1.2609
N5 2.8332 -0.0543 -0.7601
C14 2.9392 -0.2420 -2.1755
C15 -3.4988 1.4723 0.1404
C16 -4.7985 1.0400 -0.0477
H1 -6.6703 -1.6961 0.0481
H2 -6.6598 -0.9572 -1.5491
H3 -7.2022 -0.0195 -0.1565
H4 -4.2273 -2.2483 -0.5217
H5 -1.9000 -1.4764 -0.2136
H6 -1.6141 2.4068 1.6446
H7 1.1768 1.9168 1.6507
H8 2.7343 3.5765 1.2625
H9 2.3866 4.7807 -0.0325
H10 2.1503 -2.6925 -0.8423
H11 4.2009 -3.9911 -0.2808
H12 4.7583 -2.6711 0.7520
H13 4.6319 -2.4347 -0.9939
H14 2.1051 -4.2146 1.1323
H15 1.0544 -2.8097 1.3735
H16 2.6228 -2.8705 2.1663
H17 2.3259 0.5073 -2.6775
H18 3.9756 -0.1270 -2.5027
H19 2.5822 -1.2351 -2.4403
H20 -3.3046 2.5260 0.2809
H21 -5.6068 1.7567 -0.0191

=====

No. 5
This record from the OMol25 dataset describes a single C16H21NO5 molecule. The level of theory is ωB97M-V/def2-TZVPD.

For the energy relative to the best compared isomer or geometry (same formula, charge and spin), the calculation gives 109.2 kJ/mol. The value obtained for the total energy is -28661.097 eV. The HOMO-LUMO gap comes out at 8.824 eV. The structure (SMILES) is CCOC(=O)[C@H]1CCCN(C(=O)COc2ccccc2O)C1. The HOMO energy comes out at -8.331 eV. The largest force on an atom comes out at 0.011 Eh/bohr. Its spin multiplicity is 1.

Positions of all 43 atoms, in Å:
C1 -3.0261 -1.4129 4.6519
C2 -1.6645 -0.8031 4.3810
O1 -1.7310 -0.0719 3.1508
C3 -0.6135 0.5338 2.7564
O2 0.4254 0.4941 3.3618
C4 -0.8137 1.2683 1.4446
C5 -0.4324 2.7432 1.6114
C6 -0.4859 3.4540 0.2625
C7 0.4043 2.7318 -0.7457
N1 -0.0013 1.3435 -0.8606
C8 -0.6002 0.9276 -1.9924
O3 -0.7925 1.6651 -2.9428
C9 -1.0455 -0.5397 -2.0727
O4 -0.0997 -1.4960 -1.6549
C10 1.0505 -1.6574 -2.4101
C11 1.4130 -0.8908 -3.5019
C12 2.6005 -1.1611 -4.1672
C13 3.4224 -2.1877 -3.7454
C14 3.0645 -2.9598 -2.6528
C15 1.8816 -2.7044 -1.9807
O5 1.5320 -3.4683 -0.9103
C16 0.0931 0.6196 0.3816
H1 -2.9962 -1.9694 5.5839
H2 -3.3038 -2.0857 3.8452
H3 -3.7781 -0.6323 4.7279
H4 -0.8903 -1.5726 4.2891
H5 -1.3663 -0.1158 5.1800
H6 -1.8610 1.1773 1.1441
H7 -1.1113 3.2233 2.3186
H8 0.5778 2.7952 2.0233
H9 -0.1528 4.4865 0.3689
H10 -1.5117 3.4629 -0.1111
H11 0.3210 3.1846 -1.7346
H12 1.4483 2.7617 -0.4176
H13 -1.9139 -0.6872 -1.4216
H14 -1.3532 -0.7219 -3.1097
H15 0.7883 -0.0814 -3.8422
H16 2.8747 -0.5572 -5.0181
H17 4.3457 -2.3936 -4.2645
H18 3.6874 -3.7682 -2.3054
H19 0.6669 -3.1694 -0.6014
H20 -0.1813 -0.4237 0.2428
H21 1.1293 0.6593 0.7376

=====

No. 6
This record from the OMol25 dataset describes a single C16H21NO6S molecule. The level of theory is ωB97M-V/def2-TZVPD.

For the energy relative to the best compared isomer or geometry (same formula, charge and spin), the calculation gives 0.0 kJ/mol. The value obtained for the total energy is -41544.372 eV. The HOMO-LUMO gap comes out at 8.867 eV. The structure (SMILES) is CCCOC(=O)c1c(NC(=O)[C@H]2CCCO2)sc(C(=O)OC)c1C. The HOMO energy comes out at -8.378 eV. The largest force on an atom comes out at 0.015 Eh/bohr. Its spin multiplicity is 1.

Positions of all 45 atoms, in Å:
C1 4.0968 2.6164 -1.0912
C2 3.2223 3.8000 -0.6957
C3 1.7389 3.4920 -0.8733
O1 1.3492 2.4777 0.0507
C4 0.7006 1.4134 -0.4172
O2 0.3766 1.2869 -1.5865
C5 0.4035 0.4110 0.6058
C6 -0.2944 -0.7425 0.2643
N1 -0.7429 -1.0546 -0.9852
C7 -1.4433 -2.1907 -1.2259
O3 -1.7052 -2.9867 -0.3460
C8 -1.8592 -2.3722 -2.6851
C9 -3.3468 -2.7815 -2.7842
C10 -3.9778 -1.6457 -3.5971
C11 -2.9465 -0.5252 -3.4542
O4 -1.6944 -1.1830 -3.4282
S1 -0.5674 -1.7960 1.5879
C12 0.2800 -0.6846 2.6375
C13 0.4081 -1.0510 4.0397
O5 0.9568 -0.4137 4.9095
O6 -0.1818 -2.2405 4.2647
C14 -0.1301 -2.7213 5.5966
C15 0.7383 0.4377 1.9905
C16 1.4903 1.5341 2.6576
H1 3.8606 1.7485 -0.4794
H2 3.9358 2.3549 -2.1348
H3 5.1475 2.8580 -0.9526
H4 3.4030 4.0609 0.3484
H5 3.4644 4.6668 -1.3126
H6 1.1325 4.3787 -0.6602
H7 1.5269 3.1464 -1.8904
H8 -0.5285 -0.3845 -1.7325
H9 -1.1914 -3.1261 -3.1183
H10 -3.7732 -2.8513 -1.7839
H11 -3.4628 -3.7464 -3.2714
H12 -4.0680 -1.9320 -4.6447
H13 -4.9563 -1.3540 -3.2246
H14 -3.1056 0.0309 -2.5192
H15 -2.9316 0.1734 -4.2899
H16 0.9057 -2.7873 5.9370
H17 -0.6759 -2.0508 6.2642
H18 -0.5925 -3.7047 5.5815
H19 0.9560 2.4752 2.5444
H20 2.4665 1.6538 2.1919
H21 1.6152 1.3100 3.7118